{
  "formula": "C37H33KN6O2",
  "method": "the ωB97M-V functional and the def2-TZVPD basis",
  "elements": ["K", "O", "C", "C", "C", "C", "C", "C", "C", "N", "C", "C", "N", "C", "C", "C", "C", "C", "C", "C", "O", "H", "H", "H", "H", "H", "H", "H", "H", "H", "H", "H", "H", "H", "H", "N", "C", "C", "C", "C", "C", "C", "C", "C", "C", "C", "C", "C", "N", "C", "C", "C", "C", "N", "H", "H", "H", "H", "H", "H", "H", "H", "H", "H", "C", "C", "C", "C", "C", "N", "H", "H", "H", "H", "H", "H", "H", "H", "H"],
  "positions_angstrom": [[0.960380, 1.120435, 0.203887], [0.027826, 3.440598, 0.183072], [-0.557562, 4.466316, 0.724156], [0.061737, 5.576537, 1.356866], [-0.643858, 6.588918, 1.870611], [-2.062715, 6.588231, 1.898436], [-2.724003, 5.518822, 1.377318], [-2.011565, 4.509507, 0.748863], [-2.744185, 3.373560, 0.231958], [-3.876661, 3.078482, 0.675319], [-4.569561, 1.853958, 0.242751], [-3.689836, 0.598087, 0.451934], [-2.605378, 0.574816, -0.591309], [-2.545973, -0.465685, -1.304366], [-1.995879, -0.413152, -2.695902], [-2.839368, -0.709237, -3.762743], [-2.371676, -0.592872, -5.085099], [-1.006890, -0.344279, -5.328540], [-0.121493, -0.186187, -4.293457], [-0.554063, -0.167914, -2.930882], [0.270238, 0.023114, -1.959665], [1.173994, 5.462606, 1.503051], [-0.105009, 7.491619, 2.198966], [-2.673680, 7.429790, 2.313544], [-3.764340, 5.314825, 1.542430], [-2.236053, 2.804097, -0.584811], [-4.907946, 1.914647, -0.752856], [-5.448742, 1.852537, 0.892060], [-4.370612, -0.286611, 0.424581], [-3.193752, 0.668619, 1.424207], [-2.921868, -1.463022, -1.030430], [-3.825153, -1.017812, -3.525924], [-3.053425, -0.750656, -5.904277], [-0.568838, -0.398222, -6.346378], [0.917657, 0.042635, -4.450582], [1.803778, -4.017772, -7.306601], [2.072343, -3.518621, -6.263698], [2.365940, -3.042934, -4.952618], [2.255902, -3.909926, -3.826677], [2.469158, -3.492672, -2.547678], [2.792497, -2.135037, -2.338107], [3.022593, -1.307311, -3.438739], [2.909949, -1.780647, -4.758191], [2.979161, -1.576963, -0.943154], [2.257114, -2.109108, 0.166371], [2.774868, -2.214354, 1.553128], [1.806720, -2.962501, 2.205804], [0.875902, -3.333265, 1.268243], [1.071482, -2.750128, 0.085445], [3.989497, -0.566821, -0.711028], [5.287129, -0.463088, -1.288553], [5.946441, 0.520419, -0.559921], [4.999162, 1.007748, 0.389585], [3.828580, 0.389639, 0.307798], [1.988684, -4.949657, -4.017444], [2.268401, -4.114419, -1.728258], [3.317163, -0.246115, -3.325133], [3.165610, -1.156916, -5.631800], [3.719638, -1.815768, 1.904606], [1.827832, -3.279164, 3.204902], [0.008169, -3.950303, 1.461588], [5.723576, -1.143818, -2.045818], [6.947486, 0.931760, -0.740873], [5.173770, 1.784072, 1.122814], [-1.748019, -2.678905, 4.625013], [-1.311534, -1.252096, 4.788552], [0.092307, -1.069180, 5.411845], [-2.355301, -0.320969, 5.346439], [-1.060021, -0.649775, 3.409537], [-0.591417, -0.058839, 2.499046], [-2.064163, -3.086642, 5.600175], [-0.961888, -3.318030, 4.238290], [-2.518656, -2.745989, 3.889387], [0.294680, -1.632948, 6.354596], [0.144905, 0.020227, 5.597895], [0.844140, -1.276964, 4.690804], [-2.594413, -0.577473, 6.405410], [-3.272073, -0.347895, 4.784480], [-1.968839, 0.702048, 5.395754]],
  "atomic_forces_ev_per_a": [[-0.1, -0.2, -0.1], [0.0, 1.7, 1.0], [-1.3, -1.6, -1.0], [2.7, -2.1, -0.4], [-1.4, 2.4, 0.6], [0.0, 1.8, 0.7], [0.6, -0.9, 0.0], [0.7, 0.2, 0.3], [1.5, -0.4, -1.7], [-1.6, -0.7, 0.7], [1.4, 0.5, 1.7], [0.6, -0.1, -0.2], [-2.1, -0.3, 0.5], [0.6, 0.1, -1.2], [1.8, -0.4, -0.1], [1.9, 0.8, 0.0], [0.1, -0.3, 0.1], [-0.2, -0.5, -0.5], [-0.5, 0.5, 0.8], [-0.3, 0.1, 1.2], [-0.7, -0.2, -1.0], [-1.1, 0.5, -0.4], [-0.3, -0.5, 0.2], [0.9, -0.6, -0.2], [-0.5, 0.4, -0.3], [-0.4, 0.3, 0.8], [-0.3, 0.0, -1.5], [-0.1, -0.6, -0.1], [0.6, 0.1, -0.1], [-0.3, 0.0, 0.1], [-0.7, 0.2, 0.3], [-1.1, -0.1, -0.1], [-0.1, -0.1, -0.2], [-0.6, 0.3, 0.5], [0.2, -0.1, -0.2], [0.9, 1.8, 3.3], [-0.9, -2.2, -3.5], [1.0, -0.3, 1.1], [-0.5, -0.6, -1.4], [0.0, 1.9, -0.7], [0.3, 0.5, 0.8], [0.7, 0.5, -0.7], [-0.5, 0.4, 0.3], [0.3, 0.2, 0.3], [1.5, 0.8, 0.8], [-0.8, 0.4, -1.2], [2.3, 0.6, 0.1], [-1.6, 0.7, -1.5], [-0.6, -1.8, -0.4], [-0.9, -0.4, 0.1], [0.3, -0.3, -0.2], [0.1, 0.3, -0.2], [0.1, -0.2, -0.4], [0.4, -0.8, -0.2], [-0.1, 0.3, 0.0], [0.0, -0.8, 1.0], [-0.2, -0.9, 0.3], [-0.3, -0.2, 0.7], [-0.3, 0.0, 0.0], [0.1, -0.4, 1.3], [-0.2, 0.0, -0.1], [-0.5, 0.6, 0.5], [-0.4, -0.4, 0.2], [-0.1, 0.2, -0.1], [0.2, -0.7, 0.8], [1.1, 0.9, -2.1], [-0.8, 0.8, 1.4], [-0.1, 0.1, 2.1], [2.0, 1.6, -2.3], [-1.9, -2.0, 2.7], [-0.1, 0.1, -0.4], [0.4, 0.1, 0.0], [-0.9, -0.1, -0.2], [-0.4, 0.4, -0.7], [0.4, -0.5, 0.3], [0.7, -0.5, -0.5], [0.1, -0.1, -0.6], [-0.3, 0.0, -0.3], [-0.2, -0.1, -0.3]],
  "e_tot_ha": -2508.6547,
  "orbital_gap_ha": 0.1931,
  "total_charge": -2,
  "e_above_lowest_kj_mol": 70.5,
  "homo_ev": -1.44
}



{
  "formula": "C22H30N2O2",
  "method": "the ωB97M-V functional and the def2-TZVPD basis",
  "elements": ["C", "C", "C", "C", "C", "C", "N", "C", "O", "C", "C", "C", "C", "C", "N", "C", "O", "C", "C", "C", "C", "C", "C", "C", "C", "C", "H", "H", "H", "H", "H", "H", "H", "H", "H", "H", "H", "H", "H", "H", "H", "H", "H", "H", "H", "H", "H", "H", "H", "H", "H", "H", "H", "H", "H", "H"],
  "positions_angstrom": [[-1.388926, -2.574954, -4.031381], [-1.038472, -3.284980, -2.758846], [-1.297292, -4.643335, -2.608831], [-0.967585, -5.291462, -1.433011], [-0.370481, -4.607860, -0.388326], [-0.104499, -3.251898, -0.531960], [0.516412, -2.489496, 0.470373], [0.596088, -2.758884, 1.801237], [0.182129, -3.771430, 2.323494], [1.324260, -1.689891, 2.610263], [0.819973, -0.251237, 2.471030], [-0.601852, -0.031858, 3.011615], [-1.706017, -0.519137, 2.062395], [-2.059714, 0.560573, 1.025316], [-0.976224, 1.508563, 0.848013], [-0.241894, 1.470621, -0.287861], [-0.455948, 0.628747, -1.146769], [0.827836, 2.535412, -0.489177], [0.156046, 3.877029, -0.806794], [1.155485, 4.884731, -1.288400], [2.365780, 4.569163, -1.716404], [2.876827, 3.163314, -1.778652], [1.742315, 2.152342, -1.653306], [-0.718616, 2.304098, 2.026869], [-0.866669, 1.450646, 3.300029], [-0.439917, -2.599133, -1.715332], [-2.381491, -2.863161, -4.372494], [-0.677586, -2.837160, -4.815032], [-1.361167, -1.497899, -3.888649], [-1.762966, -5.190177, -3.416182], [-1.175887, -6.345691, -1.323697], [-0.122120, -5.112331, 0.529621], [0.789130, -1.566750, 0.159830], [2.375010, -1.723124, 2.306756], [1.269451, -2.000505, 3.655297], [1.501796, 0.385458, 3.042525], [0.882714, 0.062835, 1.429587], [-0.683076, -0.585062, 3.952830], [-2.599783, -0.752150, 2.642842], [-1.400126, -1.436593, 1.567229], [-2.270603, 0.111246, 0.054477], [-2.939356, 1.126400, 1.348963], [1.446044, 2.641945, 0.407891], [-0.360326, 4.267793, 0.073258], [-0.601348, 3.723884, -1.583408], [0.825727, 5.914412, -1.276110], [3.051522, 5.340253, -2.039149], [3.409841, 3.010467, -2.720024], [3.604902, 3.014819, -0.972825], [1.153350, 2.135055, -2.570884], [2.143661, 1.148514, -1.501115], [0.288314, 2.715830, 1.979934], [-1.424259, 3.144929, 2.065542], [-1.879235, 1.543689, 3.696033], [-0.180293, 1.822679, 4.061801], [-0.250888, -1.539287, -1.810433]],
  "atomic_forces_ev_per_a": [[0.0, 0.0, 0.0], [0.0, -0.1, 0.1], [0.0, 0.0, 0.0], [0.0, 0.0, -0.1], [0.1, -0.1, 0.2], [-0.2, -0.3, -0.1], [0.1, 0.3, -0.3], [0.4, 0.3, 0.3], [-0.1, -0.2, 0.1], [0.0, 0.0, 0.0], [-0.1, -0.2, 0.2], [0.0, 0.1, 0.0], [0.0, 0.0, 0.0], [-0.2, -0.3, -0.2], [-0.2, 0.0, 0.0], [0.2, 0.3, 0.3], [0.0, -0.3, -0.3], [-0.1, -0.2, -0.3], [0.1, -0.1, 0.1], [-0.2, 0.1, 0.0], [0.3, 0.0, 0.0], [-0.1, -0.1, 0.0], [0.1, 0.0, 0.2], [0.1, 0.4, 0.2], [0.1, -0.2, 0.0], [0.0, -0.1, 0.0], [-0.1, 0.0, -0.1], [0.0, 0.0, -0.1], [0.0, 0.1, -0.1], [-0.1, -0.1, -0.1], [0.0, -0.1, 0.0], [0.0, 0.0, 0.0], [0.0, -0.1, 0.2], [0.0, 0.0, 0.0], [0.0, -0.1, -0.1], [0.1, 0.0, -0.1], [0.1, 0.1, 0.0], [0.0, 0.0, 0.0], [0.0, 0.0, 0.0], [-0.1, 0.0, 0.0], [-0.1, 0.1, 0.2], [0.0, 0.0, 0.0], [-0.1, 0.0, 0.0], [-0.1, 0.0, 0.0], [-0.1, 0.0, 0.1], [0.1, 0.2, -0.1], [0.0, 0.2, 0.0], [0.1, 0.0, 0.0], [0.1, 0.0, -0.1], [0.0, -0.1, 0.0], [-0.1, 0.0, -0.1], [-0.1, 0.0, 0.0], [0.1, 0.0, 0.0], [0.0, 0.0, 0.1], [0.0, 0.0, 0.0], [0.0, 0.1, 0.0]],
  "e_tot_ha": -1116.3513,
  "orbital_gap_ha": 0.3210,
  "e_above_lowest_kj_mol": 45.1,
  "smiles": "Cc1cccc(NC(=O)CCC2CCN(C(=O)[C@@H]3CC=CCC3)CC2)c1",
  "homo_ev": -8.17
}